172
Properties=species:S:1:pos:R:3:forces:R:3:lowdin_charge:R:1 method="wB97M-V/def2-TZVPD" lumo_ha=-0.0030 homo_lumo_gap_ev=7.86 homo_ev=-7.94 total_energy_ev=-169176.8690
C -12.307127 -4.960075 0.807378 -0.01 0.00 0.09 -0.2389
H 1.492717 0.035610 -4.075965 -0.03 -0.03 0.01 0.0955
H -4.117671 0.923273 2.130127 0.00 -0.04 -0.03 0.0538
P 5.307490 6.105047 2.860401 0.11 -0.06 -0.15 0.7576
C -14.927963 -3.996349 -0.180317 -0.01 0.03 -0.02 -0.0927
H 8.417245 4.221749 -4.944686 -0.05 -0.04 -0.01 0.0684
H 9.618612 2.210577 -4.781739 -0.01 0.03 0.00 0.0464
C 5.573771 4.543152 3.836599 0.04 0.16 0.09 -0.5613
H 8.599939 2.279372 0.117094 0.10 0.00 -0.03 0.1146
N 3.608929 5.891997 -7.101632 0.04 0.00 -0.02 -0.2022
H -13.047285 -6.565647 -0.478729 -0.01 0.00 0.02 0.0683
H 6.545617 -0.765940 3.436431 -0.02 0.04 -0.04 0.0814
H 3.610178 6.437306 -9.881901 0.00 0.00 0.00 0.0635
H -3.421054 -3.552952 2.199165 -0.01 0.01 0.00 0.1137
H -13.644470 -2.991570 -1.569916 0.01 -0.01 -0.01 0.1166
H 3.572980 7.944141 -7.212567 0.02 0.00 0.01 0.1171
H -5.782305 -4.270268 -0.320034 0.00 0.00 0.01 0.0727
H 0.822879 -0.262270 -2.496128 0.03 -0.01 0.00 0.0964
H -0.990833 -3.271855 2.176511 0.00 0.00 0.00 0.0708
H 3.215486 4.597288 -8.668632 0.00 0.04 0.00 0.1003
H 1.512892 1.588024 -0.526063 -0.02 -0.01 -0.04 0.1174
H -5.521217 -3.051969 2.895343 0.03 0.00 -0.02 0.0908
C 5.889172 -1.103756 2.633080 0.02 0.14 0.03 -0.0459
C 8.747846 3.360870 0.216189 0.00 -0.07 0.02 -0.1899
H -6.790938 -1.745024 1.365323 0.00 0.00 -0.01 0.0646
C -0.189984 1.296207 -3.607138 -0.04 0.01 0.18 -0.1042
H 4.503613 1.161014 -0.773997 -0.01 0.02 -0.04 0.1084
P 3.849201 -1.114088 4.647853 -0.13 0.05 0.00 0.9590
H 3.501479 6.793666 -5.253972 0.01 0.02 -0.04 0.1099
O 3.057981 4.977054 5.031130 -0.02 0.04 0.00 -0.3982
H 4.145558 5.731037 2.165024 -0.10 0.04 0.10 0.0423
H 6.291652 -0.703602 1.701125 -0.06 -0.07 -0.07 0.0843
H -7.812300 -5.211504 -1.143184 0.03 -0.03 0.00 0.1059
H -11.538655 -4.713123 -2.669015 -0.04 0.01 0.04 0.0661
C -3.456583 -0.517097 3.649155 0.02 0.04 0.05 -0.2428
C 3.558965 -2.709039 1.723026 -0.13 0.02 -0.22 -0.2838
C 3.917517 7.110537 -7.830797 0.01 -0.01 -0.01 -0.2767
H 5.993823 6.810492 -5.966871 0.00 0.00 0.00 0.0688
H 3.589045 1.149512 5.505068 0.02 0.01 0.03 0.0347
H 7.606363 3.603439 -1.601870 -0.07 0.08 0.09 0.1022
H 3.754650 -0.719991 0.871086 -0.07 -0.02 -0.01 0.0731
C 3.883189 4.649827 -7.805751 -0.03 -0.05 -0.02 -0.2466
C 4.288042 -3.211201 0.462151 -0.06 -0.04 0.00 -0.0841
H 3.589504 5.050819 -5.213409 0.01 0.00 -0.02 0.1088
H 5.320384 3.590585 -9.024806 0.00 0.00 0.01 0.0712
H 7.897155 4.987967 1.341022 0.02 -0.05 0.12 0.0940
H -2.614207 0.091966 1.727106 0.02 0.00 0.01 0.0650
H 8.570908 3.189123 4.979216 -0.04 -0.09 0.14 0.0896
H -5.886259 -1.565170 3.734276 0.03 0.03 0.00 0.1122
H -8.589808 -9.640287 -0.230528 0.00 0.00 0.00 0.0741
H -10.312085 -5.346574 -1.556111 -0.03 -0.02 -0.01 0.0427
H 5.988379 4.118195 -7.486003 0.01 0.05 0.00 0.0485
H 4.457996 0.080781 6.644733 -0.13 0.03 0.01 0.0372
H 8.279691 5.092357 -0.972252 -0.01 -0.01 -0.04 0.1252
C -10.747124 -4.437287 -1.970689 0.11 -0.03 0.01 -0.0843
H 2.153501 7.036904 -9.077042 0.00 -0.02 0.00 0.0800
H 6.317948 2.824795 0.237567 -0.03 0.02 -0.01 0.1108
H -2.540437 -0.628891 4.233135 0.01 -0.04 -0.02 0.1018
H 1.978849 2.462356 -2.748897 0.06 -0.01 -0.05 0.1034
H -6.987534 -7.847981 0.343213 0.00 0.01 0.00 0.1017
Br 1.657439 -0.610227 2.160418 -0.02 0.04 0.01 0.7675
H -8.254590 -4.262520 0.252547 0.02 0.00 0.02 0.1001
C -7.669687 -6.630921 2.882437 -0.02 0.02 0.03 -0.0731
C -3.196950 0.516772 2.546449 -0.01 0.03 0.02 -0.0792
H 4.772856 -2.397621 -0.079743 0.11 -0.03 0.07 0.0692
C -7.989555 -7.585147 -0.031760 0.02 -0.01 0.03 -0.2676
N -8.463625 -6.305799 0.470986 -0.01 -0.02 0.00 -0.1935
H -2.624273 1.351696 2.954522 -0.01 0.00 0.00 0.0723
H 5.641340 6.276203 -4.327979 0.00 -0.01 0.00 0.0722
H 3.566252 3.188169 1.145310 -0.02 -0.02 0.06 0.1134
H -10.452539 -3.361609 -0.127333 0.01 -0.02 -0.01 0.0990
H -2.988546 -2.093963 1.325197 -0.01 0.00 0.00 0.1023
C 5.767750 2.651828 2.275623 0.13 -0.18 -0.13 -0.2700
C -1.585371 -2.648460 2.845992 -0.01 -0.05 -0.02 -0.0974
H 8.048858 5.760397 5.522460 0.49 -0.21 -0.11 0.1143
P 4.485239 4.726859 5.307625 -0.26 0.07 -0.19 0.7123
H -1.098950 -1.674605 2.891840 0.01 -0.01 0.02 0.0188
H 5.440876 0.943301 1.106177 -0.06 -0.08 0.02 0.1273
H -9.967378 -3.937346 -2.550251 0.00 0.01 0.02 0.0713
H -4.201550 -0.129123 4.348716 -0.02 0.00 -0.03 0.1137
H -12.426520 -7.099028 1.080436 0.01 0.00 0.00 0.0741
H 5.734700 4.323872 0.895796 -0.03 -0.05 0.00 0.1056
H -15.785114 -3.908073 -0.849178 0.00 0.01 0.00 0.0712
C -3.011300 -2.546720 2.330001 0.00 0.03 -0.01 -0.2713
H 7.159927 2.713806 5.660203 -0.31 -0.41 -0.39 0.0812
H 6.169266 -1.862236 5.241543 -0.04 0.03 0.02 0.0339
H 3.574212 3.831404 -7.150114 0.02 0.01 0.02 0.1127
C 7.834361 3.898585 1.316992 0.01 -0.11 -0.09 -0.1849
C -12.265259 -6.392128 0.263182 0.02 -0.02 0.01 -0.0803
H -11.421197 -2.510513 -1.305926 -0.06 -0.01 0.00 0.1096
C 4.007270 5.934633 -5.705169 -0.06 0.00 0.09 -0.2483
H 10.127980 4.733720 -2.155483 0.11 -0.07 0.02 0.1183
H -0.089108 2.366219 -3.417026 0.00 0.00 -0.05 0.0628
H -5.858003 -0.283047 1.641006 0.06 0.00 -0.02 0.0557
C 3.510074 -1.175486 1.832878 0.09 -0.02 0.17 -0.6382
H 4.999078 7.264261 -7.975377 0.00 -0.01 0.00 0.1010
C -6.243823 -5.031181 0.312675 0.02 0.05 0.02 -0.0763
H 5.139783 -3.198217 4.704295 -0.03 -0.03 0.06 0.0272
H -5.695145 -5.961897 0.161101 -0.02 0.00 0.00 0.0701
H 5.129939 5.761454 6.019720 0.09 -0.14 0.13 0.0333
H 3.837857 2.745073 -1.084387 0.06 0.01 0.05 0.1099
H 3.150351 1.199025 -3.060852 -0.03 -0.02 -0.02 0.1065
H -5.143473 -1.637279 0.753621 0.01 0.00 0.01 0.0636
C 4.351882 0.379097 5.599532 0.17 -0.03 -0.05 -0.2942
H -13.621939 -4.740821 -1.710447 0.01 0.00 0.01 0.1017
H 6.021396 5.090992 -5.564689 0.00 0.01 -0.04 0.0324
C 4.462415 -0.603526 2.899275 0.30 -0.12 0.06 -0.6610
N 7.566450 3.139247 4.834659 0.44 0.78 0.53 0.1945
H -11.396037 -4.767735 1.379865 0.01 0.00 -0.03 0.0992
H 4.835436 7.009339 3.831803 0.01 0.03 0.01 0.0230
C 3.659472 1.817721 -0.529786 -0.06 0.12 -0.02 -0.1955
H 2.720941 1.696574 1.414902 0.08 0.00 0.06 0.0552
C 9.293187 3.368324 -3.336999 -0.03 0.07 0.07 -0.5179
C -5.300284 -1.979477 2.908872 -0.07 -0.05 0.04 -0.2493
C -5.789911 -1.369016 1.590340 -0.09 -0.02 0.02 -0.0842
N 9.636715 3.855585 -2.044897 -0.17 -0.21 -0.08 -0.0048
C -7.724151 -5.169868 -0.052715 -0.09 0.08 -0.11 -0.2539
H 8.209010 3.514338 2.270384 -0.03 0.06 0.01 0.0967
O 6.405494 6.619300 2.013317 -0.07 0.04 0.00 -0.4069
H -9.632172 -6.922026 2.066418 0.01 -0.02 -0.04 0.0982
C 5.502555 6.031365 -5.382277 -0.02 -0.01 0.03 -0.0871
H 4.012171 -3.131997 2.619878 0.00 0.07 0.06 0.0815
H 2.377026 0.108289 -0.879314 -0.01 0.04 0.12 0.0910
H 7.349602 3.477004 -3.973792 -0.04 0.07 0.09 0.0719
H -6.932231 -5.837657 2.997179 0.02 -0.02 -0.04 0.0533
C -13.638159 -3.913945 -0.981980 0.00 -0.04 0.00 -0.2771
H 5.303821 0.783437 5.248212 -0.01 -0.01 0.00 0.0284
C 8.495372 4.031315 -1.132346 0.04 0.05 -0.05 -0.2179
C -8.778948 -6.261413 1.890637 -0.05 0.00 0.05 -0.2510
H 3.584435 -3.671673 -0.231537 0.00 0.02 -0.01 0.0715
C 3.228944 7.184380 -9.184731 -0.01 0.03 0.01 -0.0918
O 4.452411 0.817521 2.934315 -0.31 -0.06 -0.10 -0.1610
H 2.537162 -3.079498 1.713007 0.02 -0.04 0.02 0.0745
H -9.142764 -5.253453 2.108814 0.04 0.01 0.00 0.1074
H 6.571445 2.141978 2.815799 -0.03 0.10 0.08 0.1380
C -8.938921 -8.735112 0.267857 0.01 0.00 -0.02 -0.0829
H -13.125504 -4.886542 1.527673 -0.02 0.02 -0.03 0.1015
H -9.944075 -8.510725 -0.090882 0.00 0.00 0.01 0.0642
N -3.895206 -1.845160 3.246324 0.02 0.01 -0.04 -0.1988
H -15.023067 -4.946064 0.347324 0.00 0.00 0.00 0.0634
H 3.399931 8.164062 -9.632529 -0.01 0.00 0.00 0.0722
C 4.829162 1.558160 1.773121 0.03 0.21 0.09 -0.2745
C 6.367528 3.463157 1.126594 0.06 -0.04 -0.15 -0.1109
C 5.316281 4.402303 -8.294839 -0.01 -0.04 0.00 -0.0818
H -14.976882 -3.189561 0.552395 0.01 -0.01 0.01 0.0792
O 7.732117 5.609366 4.627967 -0.57 0.26 -0.07 0.1394
H -11.302185 -6.625974 -0.187707 -0.01 0.03 -0.03 0.0334
N 9.972194 2.436384 -3.852925 0.03 0.17 0.03 0.1474
H 5.041730 -3.962922 0.696168 0.04 0.05 0.00 0.0713
B 7.043939 4.433082 4.450245 0.02 -0.41 -0.03 -0.7188
N 8.180992 4.058956 -3.971307 0.16 -0.14 -0.12 0.0735
H -8.996776 -8.952709 1.335078 0.00 0.01 0.00 0.0676
H -6.108259 -4.716667 1.346960 0.02 -0.05 0.01 0.0397
H -1.063579 0.960713 -3.047366 0.00 -0.01 -0.01 0.0639
C -11.246645 -3.498424 -0.867162 0.04 0.08 -0.02 -0.2443
N -12.451873 -3.870108 -0.145685 0.02 -0.03 -0.02 -0.1965
C 2.192064 1.403653 -2.571515 0.07 -0.06 0.11 -0.2247
C 5.153378 -2.262055 5.263329 0.16 0.03 -0.11 -0.3153
C 3.631208 2.110721 0.985492 -0.05 -0.07 -0.13 -0.1203
H 5.732160 5.284506 -8.784252 -0.01 0.00 -0.01 0.0663
H -7.889778 -7.480260 -1.116137 0.01 0.01 0.00 0.1183
H -0.417079 1.168476 -4.665080 0.01 0.02 0.00 0.0628
O 4.988127 3.424104 3.193436 0.04 -0.03 0.03 -0.1465
H 4.757589 3.553021 6.036956 0.09 0.03 0.05 0.0315
H 4.896273 -2.484069 6.300167 -0.02 -0.06 -0.02 0.0334
C 2.373930 1.186946 -1.070012 -0.04 -0.03 -0.06 -0.2337
C 1.084535 0.534810 -3.195425 0.02 0.07 -0.18 -0.2470
H 9.796365 3.499144 0.486983 -0.02 0.12 -0.01 0.1101
H 5.952601 -2.188057 2.582012 0.00 -0.02 0.01 0.0765
H -7.144969 -7.538273 2.578527 -0.01 -0.01 0.01 0.0679
H -8.104527 -6.818145 3.866003 0.00 0.01 0.00 0.0739
H -1.562284 -3.092098 3.842460 -0.01 0.02 0.01 0.0834